Entry 1:
Below is one molecule with the formula C3H5N3, with properties calculated with wB97M-V/def2-TZVPD.

Values from the calculation:
Highest occupied orbital energy (eV): -8.5
ΔE to the lowest compared entry with this formula, charge and spin (kcal per mole): 78.0
Molecular weight (Da): 83.09
Kohn-Sham gap (hartree): 0.32273
Max |F| (Eh/bohr): 0.033
SMILES string: Nc1cc[nH]n1

Structure (XYZ):
```
11
Properties=species:S:1:pos:R:3:forces:R:3:lowdin_charge:R:1
N 0.941 -1.648 0.244 0.31 0.05 -0.09 0.128
C 0.436 -0.384 0.231 0.25 0.23 -0.18 -0.467
N 0.432 0.415 1.246 0.57 -0.19 -0.54 0.039
N -0.377 1.534 0.803 -0.51 0.37 1.24 -0.091
C -1.167 1.050 -0.300 0.85 -0.49 0.34 -0.101
C -0.387 0.119 -0.894 -0.15 -0.45 -0.13 -0.018
H 0.929 -2.211 -0.586 -0.01 0.03 0.10 0.090
H 1.330 -2.030 1.091 -0.01 0.16 -0.15 0.100
H 0.320 2.108 0.290 -0.62 0.21 0.81 0.112
H -2.248 1.138 -0.188 0.25 1.04 -1.30 0.115
H -0.208 -0.091 -1.936 -0.92 -0.97 -0.09 0.093
```
Positions in Å, forces in eV/Å.



Entry 2:
Below is C41H35CuN12OS as an isolated structure, with properties calculated with wB97M-V/def2-TZVPD.

Values from the calculation:
Highest occupied orbital energy (eV): -6.5
Molecular weight (Da): 807.43
Kohn-Sham gap (hartree): 0.22004
Max |F| (Eh/bohr): 0.009

Structure (XYZ):
```
91
Properties=species:S:1:pos:R:3:forces:R:3:lowdin_charge:R:1
Cu -0.717 -1.748 1.575 0.13 -0.33 -0.31 0.312
C 5.847 3.009 -2.172 -0.02 0.02 0.01 -0.081
N 5.571 2.566 -0.816 0.16 0.02 0.06 -0.143
C 5.034 1.418 -0.376 -0.10 -0.03 0.04 -0.160
N 5.040 1.381 0.939 0.02 -0.02 -0.04 0.077
C 5.625 2.562 1.263 -0.01 0.01 -0.01 -0.229
N 5.969 3.311 0.238 -0.04 0.02 -0.04 0.095
C 4.772 2.561 -3.128 0.02 0.04 -0.08 -0.209
C 5.080 1.810 -4.254 -0.02 -0.01 0.01 -0.023
C 4.082 1.409 -5.134 -0.01 0.02 0.04 -0.053
C 2.763 1.746 -4.887 0.02 -0.05 0.02 -0.011
C 2.450 2.494 -3.754 -0.03 0.02 -0.03 -0.135
C 3.449 2.907 -2.885 -0.01 0.02 0.03 0.030
C 1.067 2.845 -3.441 0.06 0.06 -0.09 -0.281
N 0.634 3.820 -2.720 -0.10 -0.11 -0.05 0.130
N -0.752 3.677 -2.665 0.08 -0.23 0.14 0.101
C -1.037 2.616 -3.341 -0.04 0.12 -0.19 -0.289
O 0.063 2.052 -3.900 -0.03 0.11 0.19 0.153
C -2.333 1.956 -3.503 0.13 0.03 -0.12 -0.133
C -2.672 1.300 -4.685 -0.13 -0.10 -0.01 -0.007
C -3.898 0.658 -4.780 0.12 0.10 0.09 -0.050
C -4.767 0.652 -3.692 0.08 0.00 -0.03 -0.022
C -4.422 1.299 -2.514 -0.14 0.01 -0.09 -0.198
C -5.322 1.276 -1.305 0.06 -0.02 -0.03 -0.072
N -4.588 0.834 -0.132 -0.10 -0.11 -0.05 -0.136
C -3.986 -0.342 0.087 -0.01 -0.07 0.01 -0.124
N -3.425 -0.347 1.277 -0.04 0.00 0.08 0.075
C -3.713 0.893 1.748 0.11 0.08 0.13 -0.218
N -4.412 1.645 0.929 -0.02 0.05 0.01 0.118
C -3.207 1.960 -2.430 -0.01 0.12 0.12 0.030
H 6.824 2.645 -2.494 -0.02 -0.02 0.02 0.127
H 5.898 4.097 -2.125 0.00 -0.02 0.00 0.133
H 4.639 0.663 -1.036 0.00 -0.03 -0.01 0.132
H 5.792 2.881 2.278 0.01 0.00 0.02 0.100
H 6.109 1.525 -4.439 0.01 0.01 -0.01 0.116
H 4.335 0.823 -6.007 0.01 -0.01 -0.01 0.110
H 1.979 1.426 -5.559 0.00 -0.01 -0.01 0.119
H 3.184 3.477 -2.003 0.00 0.01 -0.01 0.133
H -1.981 1.293 -5.517 -0.01 -0.01 0.00 0.121
H -4.173 0.150 -5.694 0.01 0.00 0.00 0.110
H -5.712 0.127 -3.759 -0.01 0.00 -0.01 0.116
H -6.177 0.622 -1.471 -0.01 -0.02 0.00 0.128
H -5.695 2.269 -1.061 0.01 0.00 -0.02 0.134
H -3.968 -1.149 -0.628 -0.01 -0.03 -0.01 0.143
H -3.384 1.253 2.709 -0.01 0.00 0.04 0.112
H -2.930 2.469 -1.514 0.01 -0.01 0.00 0.122
N -0.501 5.096 0.422 0.14 -0.07 0.03 0.102
C -0.234 4.502 1.596 -0.07 -0.04 -0.21 -0.817
S 0.058 5.360 2.970 -0.03 0.02 -0.02 0.673
C -0.243 2.998 1.575 0.08 0.08 0.28 -0.209
C -0.515 2.281 0.420 -0.01 0.02 -0.10 -0.010
C -0.509 0.903 0.455 0.02 -0.25 -0.08 -0.118
N -0.264 0.196 1.561 -0.10 0.26 0.15 0.000
C 0.007 0.883 2.678 0.01 0.16 -0.07 -0.087
C 0.030 2.267 2.728 -0.02 0.00 -0.12 -0.020
H -0.443 6.101 0.392 -0.02 -0.03 0.02 0.099
H -0.548 4.607 -0.463 -0.03 0.09 0.15 0.054
H -0.736 2.762 -0.519 -0.02 -0.03 -0.03 0.063
H -0.715 0.324 -0.437 -0.01 -0.02 0.00 0.112
H 0.208 0.297 3.564 -0.03 -0.03 0.01 0.107
H 0.250 2.780 3.653 0.01 0.01 -0.01 0.081
C 2.541 -6.128 0.619 0.01 0.01 0.01 -0.106
C 2.702 -4.740 0.825 -0.01 -0.02 -0.01 -0.103
C 1.602 -3.932 0.887 -0.02 0.01 0.02 -0.074
C 0.280 -4.437 0.755 0.07 0.08 -0.04 -0.208
C -0.850 -3.557 0.845 -0.18 0.11 -0.03 -0.172
C -2.082 -4.154 0.657 0.02 -0.03 -0.04 -0.162
C -2.247 -5.539 0.418 0.00 0.00 -0.02 -0.111
C -1.165 -6.368 0.364 0.02 0.01 0.01 -0.070
C 0.135 -5.831 0.530 -0.01 -0.02 -0.02 -0.184
C 1.290 -6.653 0.473 -0.01 -0.01 0.00 -0.055
H 3.411 -6.771 0.573 0.01 -0.01 0.00 0.093
H 3.695 -4.320 0.925 0.00 0.00 0.01 0.092
H 1.712 -2.861 1.028 0.00 0.01 0.00 0.083
H -2.987 -3.551 0.708 -0.01 0.00 0.04 0.062
H -3.244 -5.946 0.289 -0.01 0.00 0.00 0.090
H -1.280 -7.433 0.198 0.00 -0.01 -0.01 0.100
H 1.159 -7.717 0.308 0.00 -0.01 0.00 0.104
N -3.027 -1.778 3.983 0.02 0.09 0.05 0.154
C -1.813 -1.995 4.560 -0.09 0.00 -0.08 -0.371
C -1.672 -2.123 5.954 0.01 -0.03 -0.01 -0.025
C -0.430 -2.398 6.469 0.03 -0.01 0.00 -0.078
C 0.659 -2.549 5.608 -0.05 -0.01 0.03 -0.075
C 0.429 -2.392 4.260 -0.02 -0.04 -0.05 -0.130
N -0.769 -2.102 3.735 0.13 0.11 0.37 0.059
H -3.809 -1.534 4.561 0.01 -0.01 0.00 0.096
H -3.063 -1.534 3.001 -0.01 -0.04 -0.03 0.041
H -2.536 -2.011 6.595 -0.01 -0.01 0.01 0.106
H -0.301 -2.503 7.538 0.00 0.00 0.00 0.106
H 1.647 -2.786 5.973 0.01 0.00 0.01 0.099
H 1.233 -2.507 3.541 0.01 0.01 0.00 0.108
```
Positions in Å, forces in eV/Å.



Entry 3:
Below is C23H33CoN2O4S3 as an isolated structure, with properties calculated with wB97M-V/def2-TZVPD.

Values from the calculation:
Highest occupied orbital energy (alpha / beta) (eV): -14.5 / -14.5
ΔE to the lowest compared entry with this formula, charge and spin (kcal per mole): 2.7
Molecular weight (Da): 556.66
2S+1: 5
Kohn-Sham gap (alpha / beta) (hartree): 0.36644 / 0.22683
Max |F| (Eh/bohr): 0.006
Net charge: +2

Structure (XYZ):
```
66
Properties=species:S:1:pos:R:3:forces:R:3:lowdin_charge:R:1
Co 0.343 0.276 0.409 0.07 -0.01 -0.09 0.610
O -0.721 0.745 -1.102 -0.28 0.02 0.06 -0.602
S -0.986 0.625 -2.610 0.14 -0.09 0.00 1.126
C -0.965 -1.169 -3.003 -0.04 0.08 -0.08 -0.269
C -0.053 -2.020 -2.115 0.09 0.00 0.03 -0.200
C -0.805 -3.163 -1.432 -0.05 0.02 0.03 -0.190
C -1.963 -2.748 -0.530 -0.05 -0.07 0.03 -0.295
S -1.658 -2.315 1.200 0.04 0.00 -0.03 1.113
O -0.785 -1.053 1.231 0.01 -0.06 0.01 -0.593
C -0.637 -3.663 1.725 -0.11 0.04 0.00 -0.403
C -1.317 -4.764 2.232 -0.01 0.01 -0.01 -0.074
C -0.586 -5.875 2.623 0.05 -0.04 0.02 -0.044
C 0.800 -5.859 2.530 -0.06 0.00 0.01 -0.040
C 1.462 -4.737 2.049 0.02 0.02 -0.01 -0.045
C 0.745 -3.624 1.634 0.08 0.06 -0.02 -0.069
C -2.726 0.931 -2.758 0.00 0.05 -0.05 -0.410
C -3.559 0.875 -1.650 0.07 -0.01 0.06 -0.073
C -4.917 1.083 -1.837 -0.04 0.02 -0.02 -0.046
C -5.417 1.335 -3.109 0.01 0.00 0.00 -0.040
C -4.565 1.399 -4.203 -0.03 0.01 0.01 -0.043
C -3.203 1.207 -4.032 0.04 0.01 -0.03 -0.073
H -0.641 -1.184 -4.044 -0.03 -0.01 -0.01 0.104
H -2.000 -1.503 -2.975 0.00 0.02 0.02 0.096
H 0.467 -1.412 -1.371 -0.03 -0.04 -0.03 0.070
H 0.739 -2.449 -2.729 0.00 0.00 0.00 0.130
H -0.103 -3.787 -0.879 0.01 0.00 0.01 0.114
H -1.228 -3.811 -2.204 0.01 0.02 -0.02 0.134
H -2.675 -3.571 -0.414 0.03 -0.01 -0.01 0.109
H -2.540 -1.906 -0.923 0.02 0.02 0.05 0.081
H -2.396 -4.755 2.336 0.00 0.01 -0.02 0.119
H -1.098 -6.742 3.016 0.01 0.00 0.00 0.121
H 1.369 -6.722 2.849 -0.01 0.00 0.00 0.120
H 2.543 -4.729 1.997 -0.01 0.01 0.00 0.118
H 1.254 -2.741 1.269 -0.02 -0.05 0.01 0.089
H -3.150 0.707 -0.662 -0.01 -0.02 -0.02 0.108
H -5.585 1.058 -0.987 0.00 0.00 0.00 0.119
H -6.478 1.498 -3.245 0.00 0.00 0.00 0.121
H -4.958 1.613 -5.187 0.01 0.00 0.00 0.122
H -2.527 1.282 -4.876 -0.01 0.00 0.00 0.121
C 4.152 -0.021 -0.344 0.01 0.03 0.02 0.042
C 2.709 0.201 -0.061 -0.05 -0.19 0.06 -0.622
O 2.092 1.248 -0.361 -0.01 0.04 -0.05 -0.019
O 2.013 -0.728 0.512 0.19 0.08 -0.08 -0.086
H 4.246 -0.776 -1.126 -0.02 -0.01 0.00 0.107
H 4.650 -0.414 0.541 0.00 0.01 0.00 0.103
H 4.622 0.899 -0.682 0.01 0.00 0.01 0.097
C 3.671 3.397 1.721 -0.01 -0.04 0.01 -0.015
N 2.452 2.833 2.310 -0.16 -0.04 -0.07 -0.171
C 2.673 1.822 3.348 0.04 0.03 0.04 -0.041
C 1.259 2.995 1.746 0.07 0.04 0.04 -0.612
S 0.027 1.756 2.013 -0.08 0.09 0.15 0.917
N 0.938 4.080 1.059 0.04 0.01 0.01 -0.161
C -0.247 4.126 0.197 0.06 -0.01 0.01 -0.035
C 1.570 5.385 1.305 -0.02 -0.09 0.00 -0.003
H 4.419 2.604 1.705 0.00 0.03 0.01 0.101
H 4.059 4.231 2.303 0.01 0.01 0.00 0.106
H 3.479 3.703 0.698 0.00 0.03 -0.03 0.095
H 3.539 2.125 3.931 0.00 0.01 -0.01 0.108
H 2.863 0.839 2.911 0.01 0.00 -0.03 0.093
H 1.818 1.761 4.013 -0.01 -0.01 0.02 0.079
H -0.406 3.164 -0.280 -0.03 -0.01 -0.01 0.050
H -0.068 4.872 -0.574 0.00 0.00 0.00 0.108
H -1.130 4.411 0.771 -0.01 0.00 0.00 0.109
H 2.068 5.380 2.270 0.02 0.00 -0.01 0.099
H 0.777 6.128 1.332 0.00 0.01 0.00 0.108
H 2.275 5.648 0.518 0.01 0.01 -0.01 0.106
```
Positions in Å, forces in eV/Å.



Entry 4:
Below is one molecule with the formula C3H7NO3, with properties calculated with wB97M-V/def2-TZVPD.

Values from the calculation:
Highest occupied orbital energy (eV): -9.4
ΔE to the lowest compared entry with this formula, charge and spin (kcal per mole): 66.9
Molecular weight (Da): 105.09
Kohn-Sham gap (hartree): 0.36384
Max |F| (Eh/bohr): 0.109
SMILES string: C[C@](N)(O)C(=O)O

Structure (XYZ):
```
14
Properties=species:S:1:pos:R:3:forces:R:3:lowdin_charge:R:1
C 0.020 -0.396 -0.131 -4.69 0.32 2.68 -0.456
C 0.703 -0.166 -1.445 -0.83 -0.36 -0.72 0.012
C -0.754 0.848 0.392 2.66 4.52 -2.03 -0.451
N 0.712 -1.151 0.821 0.81 0.09 -0.13 0.109
O 0.062 1.460 1.340 -1.07 -0.23 0.44 0.057
O -1.467 -0.977 -0.129 0.56 -1.81 -2.58 -0.066
O -1.613 1.556 -0.139 1.19 -2.06 1.18 0.080
H -0.354 2.334 1.466 0.16 -0.29 0.14 0.121
H -1.956 -1.192 0.678 1.09 0.09 0.31 0.087
H 0.347 -1.026 1.763 0.43 0.01 -0.30 0.103
H 1.721 -1.026 0.764 -0.36 -0.06 0.24 0.104
H -0.002 0.246 -2.175 -0.01 -0.06 0.27 0.101
H 1.491 0.585 -1.328 -0.04 -0.27 0.22 0.104
H 1.090 -1.094 -1.876 0.11 0.11 0.27 0.095
```
Positions in Å, forces in eV/Å.



Entry 5:
Below is C36H34FN6O5PtS2 as an isolated structure, with properties calculated with wB97M-V/def2-TZVPD.

Values from the calculation:
Highest occupied orbital energy (eV): -9.1
ΔE to the lowest compared entry with this formula, charge and spin (kcal per mole): 0.0
Molecular weight (Da): 908.92
Kohn-Sham gap (hartree): 0.21690
Max |F| (Eh/bohr): 0.014
Net charge: +1

Structure (XYZ):
```
85
Properties=species:S:1:pos:R:3:forces:R:3:lowdin_charge:R:1
Pt -0.489 -0.303 0.199 0.06 0.27 -0.06 0.975
C -5.504 -0.163 4.003 0.01 0.03 0.00 -0.054
C -5.539 -1.632 3.608 0.00 -0.02 -0.01 -0.189
N -4.249 -2.104 3.109 -0.01 -0.03 0.06 -0.033
C -4.015 -2.059 1.772 -0.03 0.07 -0.02 0.016
C -2.830 -2.298 1.169 0.11 0.11 0.09 -0.060
C -2.821 -2.084 -0.322 0.30 -0.63 -0.14 -0.589
O -3.728 -2.526 -1.002 -0.15 0.26 0.09 0.081
O -1.824 -1.423 -0.856 -0.17 0.19 0.13 -0.281
C -1.691 -2.727 1.969 -0.01 -0.02 -0.15 -0.329
O -0.601 -3.069 1.535 -0.17 -0.05 -0.02 0.059
C -1.962 -2.767 3.430 -0.03 0.02 -0.02 -0.038
C -0.925 -3.149 4.276 0.04 -0.03 0.03 0.093
C -1.139 -3.225 5.625 -0.01 0.01 -0.04 -0.200
F -0.147 -3.654 6.436 0.03 -0.01 0.01 0.073
C -2.365 -2.876 6.192 0.04 0.02 -0.02 -0.175
C -3.389 -2.470 5.356 0.00 -0.02 0.04 0.055
C -3.216 -2.442 3.967 -0.02 0.03 -0.06 -0.123
N -2.609 -2.925 7.596 -0.14 0.09 0.06 -0.115
C -3.338 -4.067 8.122 0.05 -0.05 -0.01 -0.120
C -4.266 -3.548 9.232 0.01 0.04 0.01 -0.070
N -3.675 -2.261 9.754 0.01 -0.03 0.00 0.050
C -2.187 -2.378 9.915 -0.02 -0.02 0.00 -0.068
C -1.563 -2.499 8.512 0.04 -0.01 0.03 -0.128
H -6.477 0.156 4.376 0.00 -0.01 0.00 0.081
H -5.247 0.454 3.141 0.01 -0.01 0.00 0.075
H -4.756 0.025 4.776 0.00 -0.01 0.00 0.070
H -6.263 -1.794 2.811 -0.01 0.00 -0.01 0.125
H -5.851 -2.269 4.435 -0.01 0.00 0.00 0.111
H -4.870 -1.791 1.163 0.00 0.01 0.02 0.151
H 0.034 -3.407 3.845 -0.01 0.01 -0.01 0.147
H -4.324 -2.170 5.809 0.02 -0.01 0.00 0.111
H -2.660 -4.835 8.514 0.00 -0.01 0.00 0.138
H -3.932 -4.525 7.335 -0.01 0.01 0.00 0.139
H -4.354 -4.233 10.073 0.01 -0.01 0.00 0.136
H -5.259 -3.306 8.859 -0.01 -0.01 0.01 0.134
H -4.120 -1.990 10.630 -0.01 0.00 0.00 0.184
H -3.858 -1.535 9.059 0.01 0.00 -0.02 0.181
H -2.018 -3.264 10.523 0.01 0.00 0.00 0.137
H -1.827 -1.507 10.457 0.00 0.01 0.00 0.138
H -0.721 -3.193 8.576 -0.01 0.00 -0.01 0.128
H -1.179 -1.538 8.175 0.02 0.05 -0.01 0.125
O -0.001 2.652 1.792 0.00 0.00 -0.03 -0.377
S 1.176 1.883 2.061 0.00 0.10 0.03 0.573
O 2.463 2.511 1.973 -0.03 0.04 -0.02 -0.288
N 1.127 0.544 1.143 0.08 -0.09 0.02 -0.280
C 2.271 -0.280 1.092 -0.08 0.03 -0.03 -0.236
C 3.470 -0.126 1.756 0.05 -0.03 0.03 -0.011
C 4.530 -1.037 1.568 -0.02 0.01 0.00 -0.059
C 4.436 -2.094 0.711 -0.02 -0.01 0.00 -0.040
C 3.229 -2.287 0.005 0.06 -0.03 -0.02 -0.148
C 3.032 -3.326 -0.932 0.00 0.00 0.02 0.010
C 1.838 -3.443 -1.581 -0.03 0.02 0.01 -0.024
C 0.805 -2.542 -1.277 -0.02 -0.08 0.03 -0.090
N 0.965 -1.574 -0.406 0.11 0.01 -0.02 -0.061
C 2.162 -1.401 0.226 -0.04 0.03 0.01 -0.154
C 1.009 1.309 3.739 -0.02 -0.07 0.00 -0.254
C -0.198 0.744 4.135 0.03 -0.02 0.01 -0.054
C -0.351 0.326 5.446 -0.03 -0.03 0.01 -0.084
C 0.695 0.469 6.352 -0.03 -0.02 -0.03 -0.090
C 1.892 1.039 5.951 0.01 -0.01 0.02 -0.067
C 2.050 1.466 4.639 0.00 0.05 -0.03 -0.049
H 3.638 0.721 2.397 -0.01 0.00 0.03 0.084
H 5.449 -0.867 2.114 0.00 0.00 0.00 0.110
H 5.262 -2.776 0.558 -0.01 0.01 -0.01 0.113
H 3.842 -4.018 -1.128 0.00 0.01 0.00 0.124
H 1.661 -4.220 -2.310 0.00 0.00 0.01 0.112
H -0.173 -2.623 -1.728 0.01 0.00 -0.02 0.114
H -1.012 0.651 3.425 0.01 0.00 0.01 0.072
H -1.297 -0.106 5.757 0.01 -0.01 0.00 0.090
H 0.579 0.145 7.380 -0.01 0.00 0.02 0.088
H 2.701 1.164 6.658 -0.01 0.00 0.00 0.108
H 2.963 1.946 4.316 0.01 -0.03 -0.02 0.113
S -2.160 1.161 0.906 -0.04 0.01 0.16 0.729
C -3.434 1.282 -0.214 -0.08 -0.04 -0.12 -0.642
N -3.456 0.656 -1.411 0.12 -0.04 -0.01 0.080
C -4.430 0.810 -2.337 0.00 -0.03 0.01 -0.044
C -5.471 1.653 -2.111 0.00 0.00 0.02 -0.051
C -5.510 2.327 -0.872 -0.11 0.02 -0.05 -0.046
C -4.532 2.140 0.060 0.19 -0.05 0.02 -0.090
H -2.719 -0.042 -1.576 -0.04 0.00 0.02 0.104
H -4.313 0.214 -3.230 -0.02 0.02 -0.01 0.141
H -6.242 1.785 -2.854 0.01 -0.01 0.01 0.111
H -6.327 3.005 -0.660 0.01 -0.02 0.01 0.116
H -4.539 2.659 1.008 -0.01 0.01 -0.02 0.107
```
Positions in Å, forces in eV/Å.



The records above yield calculated total energy values of -7659.0742 -118489.2472 -105675.0818 -10855.4661 -84692.7310 eV, respectively.